No. 1
This record from the Open Molecules 2025 dataset describes the ion C2H8NO with charge +1. The level of theory is the ωB97M-V functional and the def2-TZVPD basis.

Each line ends with the natural charge from an NBO analysis.
Element x y z (Å)
N (-0.869, 0.349, 1.181)  -0.665
C (0.044, -0.542, 0.393)  -0.257
C (0.724, 0.194, -0.775)  -0.083
O (0.087, -0.191, -1.964)  -0.718
H (-0.416, 1.219, 1.469)  0.443
H (-1.133, -0.097, 2.065)  0.448
H (-1.729, 0.579, 0.681)  0.452
H (-0.562, -1.329, -0.031)  0.255
H (0.764, -0.984, 1.076)  0.237
H (0.604, 1.273, -0.662)  0.173
H (1.791, -0.031, -0.763)  0.211
H (0.695, -0.441, -2.670)  0.504

Summary:
Structure (SMILES): [NH3+]CCO
Relative energy (zero: lowest compared OMol25 entry of this formula, charge and spin), eV: 0.729
E, hartree: -210.72630
Total charge: +1
LUMO, eV: -3.9

---

No. 2
This record from the Open Molecules 2025 dataset describes a structure of composition C33H25BrInN5O2S. The level of theory is the ωB97M-V functional and the def2-TZVPD basis.

Each line ends with the natural charge from an NBO analysis.
Element x y z (Å)
In (-0.491, 0.216, -0.603)  1.753
Br (1.358, -0.472, -7.853)  0.037
C (0.941, 0.086, -6.089)  -0.149
C (0.160, 1.230, -5.890)  -0.198
C (-0.144, 1.648, -4.620)  -0.228
C (0.306, 0.943, -3.477)  0.410
O (0.030, 1.402, -2.295)  -0.794
C (1.085, -0.221, -3.703)  -0.254
C (1.611, -1.026, -2.637)  0.219
N (1.325, -0.935, -1.388)  -0.561
C (1.914, -1.867, -0.503)  0.226
C (1.909, -3.211, -0.755)  -0.250
C (2.496, -4.118, 0.152)  -0.190
C (3.068, -3.668, 1.305)  -0.192
C (3.065, -2.285, 1.606)  -0.093
C (3.628, -1.763, 2.793)  -0.138
C (3.578, -0.422, 3.021)  -0.217
C (2.946, 0.406, 2.066)  0.064
N (2.411, -0.033, 0.956)  -0.428
C (2.476, -1.371, 0.708)  0.125
C (1.402, -0.622, -5.014)  -0.157
H (-0.203, 1.784, -6.747)  0.226
H (-0.745, 2.532, -4.454)  0.221
H (2.335, -1.787, -2.937)  0.179
H (1.414, -3.581, -1.644)  0.225
H (2.479, -5.177, -0.073)  0.217
H (3.521, -4.357, 2.007)  0.213
H (4.088, -2.439, 3.503)  0.213
H (3.994, 0.021, 3.915)  0.216
H (2.885, 1.472, 2.249)  0.204
H (2.014, -1.504, -5.165)  0.219
O (-1.232, -1.889, -1.075)  -0.636
N (-2.116, -2.317, -0.189)  0.014
C (-3.097, -3.131, -0.640)  0.028
C (-4.047, -3.638, 0.202)  -0.259
C (-4.000, -3.285, 1.551)  -0.167
C (-3.006, -2.448, 1.992)  -0.227
C (-2.029, -1.948, 1.118)  0.051
S (-0.750, -0.925, 1.651)  -0.223
H (-3.043, -3.328, -1.699)  0.236
H (-4.814, -4.286, -0.195)  0.232
H (-4.741, -3.660, 2.243)  0.225
H (-2.943, -2.145, 3.027)  0.236
C (0.373, 3.275, 0.726)  -0.248
N (-0.655, 2.357, 0.275)  -0.562
C (-1.841, 2.814, 0.082)  0.193
C (-2.876, 2.020, -0.478)  -0.027
C (-4.204, 2.322, -0.775)  -0.241
C (-4.725, 1.189, -1.407)  -0.322
C (-3.687, 0.258, -1.470)  -0.019
N (-2.575, 0.753, -0.903)  -0.626
C (0.769, 3.115, 2.177)  -0.040
C (1.869, 3.829, 2.649)  -0.219
C (2.303, 3.676, 3.956)  -0.213
C (1.643, 2.801, 4.811)  -0.229
C (0.543, 2.095, 4.349)  -0.216
C (0.104, 2.255, 3.039)  -0.169
H (0.056, 4.311, 0.557)  0.195
H (1.255, 3.111, 0.102)  0.223
H (-2.069, 3.854, 0.325)  0.180
H (-4.713, 3.248, -0.557)  0.216
H (-5.727, 1.054, -1.784)  0.215
H (-3.693, -0.730, -1.905)  0.197
H (2.400, 4.496, 1.979)  0.212
H (3.162, 4.235, 4.307)  0.214
H (1.983, 2.675, 5.831)  0.214
H (0.020, 1.412, 5.006)  0.216
H (-0.752, 1.696, 2.688)  0.227

Summary:
Relative energy (zero: lowest compared OMol25 entry of this formula, charge and spin), eV: 0.289
E, hartree: -4859.18418
Total charge: 0
LUMO, eV: -0.1

---

No. 3
This record from the Open Molecules 2025 dataset describes the molecule C7H9N2OP at a distorted geometry. The level of theory is the ωB97M-V functional and the def2-TZVPD basis.

Each line ends with the natural charge from an NBO analysis.
Element x y z (Å)
N (-2.335, 1.166, 1.080)  -1.182
P (-2.339, 0.491, -0.513)  0.935
N (-3.596, -0.613, -0.411)  -1.184
C (-0.838, -1.053, -0.188)  0.414
O (-1.209, -2.124, 0.169)  -0.525
C (0.534, -0.564, -0.298)  -0.208
C (1.641, -1.436, -0.007)  -0.157
C (2.878, -0.894, 0.137)  -0.206
C (3.115, 0.474, -0.160)  -0.183
C (2.093, 1.285, -0.561)  -0.228
C (0.772, 0.773, -0.624)  -0.159
H (-1.326, 1.108, 1.529)  0.392
H (-2.656, 2.138, 1.091)  0.385
H (-3.838, -0.976, 0.491)  0.394
H (-4.424, -0.609, -1.051)  0.404
H (1.446, -2.395, 0.355)  0.226
H (3.667, -1.448, 0.511)  0.210
H (4.201, 0.740, 0.044)  0.222
H (2.145, 2.339, -0.846)  0.220
H (0.070, 1.596, -0.747)  0.229

Summary:
Structure (SMILES): NP(N)C(=O)c1ccccc1
Relative energy (zero: lowest compared OMol25 entry of this formula, charge and spin), eV: 0.185
E, hartree: -798.22055
Total charge: 0
LUMO, eV: 0.1

---

No. 4
This record from the Open Molecules 2025 dataset describes a structure of composition C13H21N5S5Ti at a distorted geometry. The level of theory is the ωB97M-V functional and the def2-TZVPD basis.

Each line ends with the natural charge from an NBO analysis.
Element x y z (Å)
Ti (-0.735, -0.371, 0.168)  1.247
N (-1.361, -0.477, -1.927)  -0.854
C (-0.271, -0.554, -2.938)  -0.240
C (0.935, 0.206, -2.430)  -0.238
N (1.226, -0.101, -0.999)  -0.636
C (2.173, -1.225, -0.787)  -0.235
C (1.442, -2.537, -0.893)  -0.243
N (0.197, -2.439, -0.082)  -0.843
H (-2.017, -1.248, -2.036)  0.432
H (-1.928, 0.355, -2.082)  0.421
H (-0.598, -0.140, -3.893)  0.241
H (-0.059, -1.606, -3.110)  0.217
H (0.753, 1.279, -2.485)  0.220
H (1.811, -0.001, -3.049)  0.237
H (1.671, 0.730, -0.623)  0.408
H (2.585, -1.100, 0.217)  0.219
H (3.006, -1.172, -1.492)  0.235
H (2.064, -3.363, -0.548)  0.240
H (1.162, -2.764, -1.920)  0.214
H (0.403, -2.727, 0.873)  0.413
H (-0.482, -3.131, -0.394)  0.424
S (-5.062, -0.979, 1.729)  0.269
C (-3.574, -0.763, 1.251)  -0.550
S (-2.368, -1.985, 0.804)  -0.053
S (-2.696, 0.736, 0.948)  0.007
C (0.521, -2.178, 3.206)  -0.687
C (0.810, -0.731, 2.973)  0.091
N (0.428, -0.006, 1.928)  -0.571
C (0.841, 1.319, 2.062)  0.096
C (1.555, 1.565, 3.184)  -0.396
S (1.678, 0.149, 4.116)  0.637
C (0.372, 2.302, 1.078)  0.087
C (0.504, 3.649, 1.152)  -0.397
S (-0.358, 4.378, -0.114)  0.631
C (-0.854, 2.874, -0.697)  0.073
N (-0.403, 1.854, 0.017)  -0.539
C (-1.754, 2.786, -1.887)  -0.676
H (-0.466, -2.440, 2.822)  0.264
H (0.532, -2.395, 4.273)  0.278
H (1.288, -2.812, 2.753)  0.241
H (1.970, 2.500, 3.522)  0.278
H (1.024, 4.235, 1.892)  0.277
H (-2.042, 3.777, -2.231)  0.274
H (-2.672, 2.255, -1.627)  0.260
H (-1.250, 2.296, -2.723)  0.228

Summary:
E, hartree: -3621.78091
Total charge: +2
LUMO, eV: -7.1

---

No. 5
This record from the Open Molecules 2025 dataset describes a structure of composition C36H29N8O2S2Ta at a distorted geometry. The level of theory is the ωB97M-V functional and the def2-TZVPD basis.

Each line ends with the Löwdin charge.
Element x y z (Å)
Ta (0.340, -0.997, -0.669)  1.868
N (-2.616, -3.373, -2.521)  0.147
C (-2.000, -2.256, -2.151)  -0.808
S (-0.493, -1.819, -2.968)  0.707
N (-2.441, -1.494, -1.204)  0.003
N (-1.708, -0.360, -0.984)  -0.201
C (-2.191, 0.801, -1.335)  -0.150
C (-3.484, 0.953, -1.997)  -0.175
C (-4.617, 0.262, -1.556)  -0.021
C (-5.794, 0.337, -2.274)  -0.045
C (-5.849, 1.062, -3.456)  -0.038
C (-4.728, 1.746, -3.903)  -0.045
C (-3.554, 1.707, -3.176)  -0.019
C (-1.294, 1.948, -1.167)  -0.227
C (-1.769, 3.260, -1.132)  0.020
C (-0.863, 4.300, -0.994)  -0.005
C (0.488, 3.999, -0.908)  -0.003
C (0.878, 2.664, -0.948)  -0.103
N (0.018, 1.664, -1.073)  0.064
H (-2.284, -3.894, -3.314)  0.110
H (-3.493, -3.628, -2.097)  0.128
H (-4.568, -0.313, -0.644)  0.114
H (-6.668, -0.186, -1.919)  0.116
H (-6.760, 1.085, -4.033)  0.119
H (-4.765, 2.299, -4.828)  0.118
H (-2.674, 2.212, -3.546)  0.124
H (-2.827, 3.452, -1.189)  0.131
H (-1.209, 5.323, -0.953)  0.130
H (1.223, 4.782, -0.802)  0.129
H (1.923, 2.390, -0.883)  0.117
O (3.923, 0.713, 0.030)  0.164
C (3.192, -0.101, -0.470)  -0.507
O (1.994, -0.405, -0.039)  -0.233
C (3.545, -0.907, -1.696)  -0.172
C (4.824, -0.963, -2.237)  0.046
C (5.041, -1.791, -3.333)  0.000
C (3.974, -2.512, -3.846)  -0.002
C (2.728, -2.378, -3.248)  -0.132
N (2.523, -1.602, -2.196)  0.041
H (5.617, -0.380, -1.799)  0.134
H (6.023, -1.876, -3.775)  0.128
H (4.087, -3.166, -4.697)  0.124
H (1.863, -2.907, -3.626)  0.070
C (-1.317, -0.146, 3.620)  -0.023
C (-0.724, -1.186, 4.325)  -0.008
C (-0.201, -2.261, 3.626)  0.022
C (-0.223, -2.246, 2.229)  -0.218
N (-0.656, -1.158, 1.574)  0.020
C (-1.211, -0.154, 2.241)  -0.139
C (0.100, -3.392, 1.370)  -0.196
C (0.012, -4.699, 1.851)  -0.004
C (0.150, -5.769, 0.986)  -0.039
C (0.393, -5.543, -0.358)  -0.051
C (0.506, -4.242, -0.831)  -0.134
C (0.347, -3.148, 0.009)  -0.217
H (-1.826, 0.659, 4.128)  0.122
H (-0.684, -1.163, 5.403)  0.126
H (0.227, -3.095, 4.157)  0.122
H (-1.623, 0.639, 1.637)  0.100
H (-0.209, -4.876, 2.892)  0.117
H (0.054, -6.776, 1.359)  0.119
H (0.486, -6.372, -1.042)  0.116
H (0.699, -4.087, -1.884)  0.055
N (3.561, 4.366, 5.248)  0.099
C (2.638, 4.649, 4.329)  -0.816
S (2.232, 6.222, 4.003)  0.710
C (2.006, 3.566, 3.555)  -0.225
C (2.629, 2.339, 3.323)  0.019
C (1.990, 1.400, 2.525)  -0.127
N (0.811, 1.593, 1.950)  0.039
C (0.211, 2.755, 2.190)  -0.151
C (0.750, 3.760, 2.971)  -0.026
H (3.986, 5.134, 5.745)  0.107
H (3.795, 3.431, 5.539)  0.109
H (3.610, 2.118, 3.714)  0.117
H (2.459, 0.449, 2.321)  0.100
H (-0.751, 2.902, 1.719)  0.103
H (0.215, 4.682, 3.135)  0.088

Summary:
Relative energy (zero: lowest compared OMol25 entry of this formula, charge and spin), eV: 2.626
E, hartree: -2830.78982
Total charge: +2
LUMO, eV: -7.1

---

No. 6
This record from the Open Molecules 2025 dataset describes a cluster of 2 separate species, CH3NO in total at a distorted geometry. The level of theory is the ωB97M-V functional and the def2-TZVPD basis.

Each line ends with the natural charge from an NBO analysis.
Element x y z (Å)
C (0.162, -0.472, -0.313)  -0.012
N (-0.525, 0.761, -0.298)  -0.056
O (-1.072, -0.327, 0.302)  -0.323
H (0.144, -1.061, -1.228)  0.172
H (1.040, -0.597, 0.314)  0.176
H (0.251, 1.694, 1.224)  0.043

Summary:
Relative energy (zero: lowest compared OMol25 entry of this formula, charge and spin), eV: 6.501
E, hartree: -169.66868
Total charge: 0
LUMO (alpha / beta), eV: -0.2 / -0.1

---

No. 7
This record from the Open Molecules 2025 dataset describes a structure of composition CH5Cl2NO2P at a distorted geometry. The level of theory is the ωB97M-V functional and the def2-TZVPD basis.

Each line ends with the natural charge from an NBO analysis.
Element x y z (Å)
C (-1.040, 0.404, 0.505)  0.076
N (-1.126, -0.982, -0.166)  -0.749
O (1.085, 0.614, -1.465)  -1.041
O (0.085, 0.437, 1.185)  -0.707
P (1.767, 0.562, -0.252)  1.830
Cl (2.919, 2.086, 0.236)  -0.068
Cl (2.525, -1.269, 0.101)  -0.143
H (-1.893, 0.641, 1.095)  0.217
H (-0.949, 1.280, -0.230)  0.205
H (-2.035, -1.291, -0.471)  0.443
H (-0.623, -1.541, 0.593)  0.474
H (-0.715, -0.941, -1.131)  0.463

Summary:
Relative energy (zero: lowest compared OMol25 entry of this formula, charge and spin), eV: 1.308
E, hartree: -1507.82367
Total charge: +1
LUMO (alpha / beta), eV: -5.4 / -5.4

---

No. 8
This record from the Open Molecules 2025 dataset describes a structure of composition C5H5N3 at a distorted geometry. The level of theory is the ωB97M-V functional and the def2-TZVPD basis.

Each line ends with the natural charge from an NBO analysis.
Element x y z (Å)
C (0.892, 1.085, -0.097)  0.352
C (-0.596, 1.004, 0.255)  -0.176
C (-1.496, -0.074, 0.410)  -0.266
C (-1.047, -1.344, 0.322)  0.078
C (0.964, -0.958, -1.221)  0.307
H (1.653, 2.653, 1.034)  0.345
H (-1.208, 1.834, 0.540)  0.224
H (-2.473, -0.181, 0.829)  0.232
H (-1.700, -2.264, 0.713)  0.193
H (1.725, -1.890, -1.830)  0.205
N (1.878, 1.692, 0.366)  -0.564
N (0.069, -1.740, -0.247)  -0.474
N (1.341, 0.182, -1.073)  -0.457

Summary:
Relative energy (zero: lowest compared OMol25 entry of this formula, charge and spin), eV: 4.600
E, hartree: -357.60356
Total charge: 0
LUMO, eV: -0.9

---

Q: Which formula does entry 5 have?
A: C36H29N8O2S2Ta

---

Repeat the eighth record exactly.
This record from the Open Molecules 2025 dataset describes a structure of composition C5H5N3 at a distorted geometry. The level of theory is the ωB97M-V functional and the def2-TZVPD basis.

Each line ends with the natural charge from an NBO analysis.
Element x y z (Å)
C (0.892, 1.085, -0.097)  0.352
C (-0.596, 1.004, 0.255)  -0.176
C (-1.496, -0.074, 0.410)  -0.266
C (-1.047, -1.344, 0.322)  0.078
C (0.964, -0.958, -1.221)  0.307
H (1.653, 2.653, 1.034)  0.345
H (-1.208, 1.834, 0.540)  0.224
H (-2.473, -0.181, 0.829)  0.232
H (-1.700, -2.264, 0.713)  0.193
H (1.725, -1.890, -1.830)  0.205
N (1.878, 1.692, 0.366)  -0.564
N (0.069, -1.740, -0.247)  -0.474
N (1.341, 0.182, -1.073)  -0.457

Summary:
Relative energy (zero: lowest compared OMol25 entry of this formula, charge and spin), eV: 4.600
E, hartree: -357.60356
Total charge: 0
LUMO, eV: -0.9

---

Q: Look up the E of the eighth one.
A: -357.60356 hartree

---

Q: The highest E belongs to which entry?
A: CH3NO